[1]
Entry from the Open Molecules 2025 dataset: a molecular structure, C2H3F2O3S3 at a distorted geometry (wB97M-V/def2-TZVPD).

Cartesian coordinates (Å):
S: -0.735096 0.121340 2.043262
S: -1.317625 -0.761543 -1.902690
S: 1.178078 0.033779 2.738396
F: 2.321339 -0.478457 -0.623112
F: 1.841871 -2.492372 -0.013520
O: 0.130184 -1.068399 -0.178923
O: -0.802686 0.486210 -2.417856
O: -0.804016 -1.945947 -2.640427
C: -0.769276 1.653484 0.994928
C: 1.314956 -1.274051 -0.191264
H: -0.323001 1.482804 0.080435
H: -1.725274 1.860044 0.559030
H: -0.309453 2.383109 1.551741

Cartesian forces, eV/Å:
S -0.846 0.851 0.239
S 1.423 -1.609 -2.541
S 0.143 -0.179 -0.623
F -1.597 -0.663 0.450
F -0.292 0.818 0.034
O 2.647 -0.277 -0.355
O -0.534 -0.279 0.446
O -1.318 1.944 1.481
C -1.168 -2.466 0.353
C -0.043 -0.089 0.265
H 2.181 -0.531 -1.668
H -1.365 0.439 0.897
H 0.770 2.041 1.023

Results
- orbital gap (spin up / spin down) (Ha) = 0.184 / 0.184
- spin multiplicity = 1
- DFT total energy (eV) = -46206.363
- net charge = -1
- HOMO (spin up / spin down) (eV) = -2.719 / -2.718

Results of the Löwdin charge analysis, in e, for atoms 1 through 6: number 1, S, carries 0.16; number 2, S, carries 0.90; number 3, S, carries -0.19; number 4, F, carries 0.12; number 5, F, carries 0.13; number 6, O, carries -0.16



[2]
Entry from the Open Molecules 2025 dataset: 3 unconnected molecules or ions with the total composition C21H36N2O5 at a distorted geometry (wB97M-V/def2-TZVPD).

Cartesian coordinates (Å):
O: -3.575692 -3.226167 0.091057
O: -1.764457 -2.617854 1.157932
O: 1.573961 -4.079120 -2.766155
O: 1.331187 3.459402 -0.742125
O: -3.309342 1.659095 -0.185546
N: -3.555133 2.710476 3.013909
N: -5.132643 -0.730462 -1.209928
C: -0.543170 1.698136 1.174935
C: 0.287768 -4.199186 -3.383975
C: 2.577628 0.544968 2.512492
C: 3.673214 -1.118061 0.888125
C: 2.916642 0.253077 0.996736
C: 1.047633 0.380695 2.797933
C: 2.508623 4.933910 -2.176518
C: -4.669892 -0.413554 -0.231652
C: -0.644959 -4.792221 -2.340891
C: -4.137004 -0.145271 1.162430
C: -0.049469 -4.258621 -1.049473
C: 1.438319 -4.291691 -1.355233
C: 1.818129 4.805216 -0.829438
C: -3.672111 -1.430768 1.914601
C: 0.198084 1.667490 2.541774
C: -2.922237 -2.449858 1.026736
C: -3.052928 0.998244 1.056453
C: -1.582625 0.514585 1.001256
C: 1.426903 2.842717 -2.033175
C: 1.720608 3.952944 -3.027340
C: -3.323743 2.026471 2.155195
H: 4.111556 -1.217766 -0.126868
H: -0.579098 -5.883799 -2.357224
H: 2.950439 1.522242 2.876380
H: 0.215613 1.595967 0.379991
H: 1.870737 -5.270329 -1.118832
H: 0.368675 -4.820108 -4.277939
H: 1.966590 0.238411 0.429698
H: 3.087069 -0.254942 3.098110
H: 2.258726 3.603101 -3.907902
H: -1.385449 0.084183 -0.003829
H: -0.375390 -3.229380 -0.887719
H: -1.310727 -0.235904 1.763633
H: 2.503227 5.953411 -2.561340
H: -0.037581 -3.196832 -3.684302
H: -3.787810 -2.710274 -0.707023
H: 4.513675 -1.158153 1.614641
H: -1.024681 2.695355 1.055895
H: 0.710744 -0.494200 2.191361
H: -2.977355 -1.114601 2.713011
H: 0.913405 2.522997 2.544967
H: 1.996842 -3.525607 -0.814294
H: 2.999389 -1.980441 1.077036
H: 0.498138 2.313170 -2.255949
H: 3.548242 4.604493 -2.097111
H: -4.535885 -1.948435 2.371828
H: 0.958908 5.480438 -0.756591
H: 0.786824 4.415550 -3.358947
H: -2.618060 2.319385 -0.350257
H: -4.982587 0.275779 1.748097
H: 0.925867 0.070799 3.859894
H: 3.628613 1.030556 0.658919
H: 2.489037 5.005583 0.007502
H: -0.316048 -4.841233 -0.168842
H: 2.243994 2.113905 -1.998786
H: -0.511522 1.854275 3.376122
H: -1.687387 -4.512185 -2.493424

Cartesian forces, eV/Å:
O -0.478 0.658 0.254
O 1.771 -0.192 0.702
O -0.183 -0.026 0.097
O 0.090 0.145 -0.234
O -0.208 0.103 0.214
N -0.714 2.282 2.609
N -0.954 -0.745 -2.407
C -0.086 -0.442 0.168
C 0.067 0.198 -0.075
C -0.540 -0.914 -0.226
C -0.202 0.408 -0.394
C 0.813 -0.284 1.282
C 0.279 -0.059 0.353
C 0.281 -0.003 0.029
C 1.327 0.534 3.801
C -0.031 -0.262 -0.048
C -0.578 0.387 -0.498
C -0.001 0.214 0.041
C 0.137 -0.206 -0.055
C -0.191 0.079 0.123
C -0.282 -0.267 -0.486
C 0.297 0.183 -0.207
C -0.760 0.266 -0.436
C 0.440 0.596 -0.473
C 0.980 0.761 0.489
C 0.162 -0.196 0.137
C -0.238 0.070 -0.163
C 1.163 -3.538 -3.039
H -0.307 -0.143 0.529
H -0.033 0.030 -0.032
H -0.220 -0.442 -0.298
H -0.416 0.268 0.342
H 0.003 0.021 0.094
H 0.097 0.039 0.011
H 0.743 0.171 -0.062
H -0.188 0.687 -0.202
H -0.012 -0.016 0.041
H -0.595 -0.022 0.644
H 0.004 -0.064 0.068
H -0.476 0.239 -0.438
H -0.023 -0.025 0.028
H -0.085 -0.034 -0.050
H -0.273 -0.047 0.321
H -0.553 0.066 -0.405
H 0.292 -0.551 -0.044
H 0.020 0.590 0.378
H -0.395 -0.317 -0.366
H -0.559 -0.414 0.046
H 0.046 0.008 -0.098
H 0.384 0.492 -0.069
H -0.007 0.001 0.092
H -0.023 0.040 0.006
H 0.304 0.374 -0.300
H 0.058 0.074 0.003
H 0.029 -0.035 -0.018
H -0.122 -0.203 0.173
H 0.397 -0.254 -0.525
H 0.015 0.233 -0.609
H -0.696 -0.250 -0.257
H -0.060 -0.086 0.035
H -0.006 0.064 -0.007
H -0.034 -0.041 -0.084
H 0.298 -0.214 -0.506
H 0.033 0.007 0.003

Results
- orbital gap (Ha) = 0.358
- spin multiplicity = 1
- DFT total energy (eV) = -35576.153
- net charge = 0
- HOMO (eV) = -9.317

Results of the Löwdin charge analysis, in e, for atoms 1 through 6: number 1, O, carries 0.07; number 2, O, carries 0.13; number 3, O, carries -0.14; number 4, O, carries -0.17; number 5, O, carries -0.01; number 6, N, carries 0.19